(1)
{"formula": "C3H9N2S", "method": "ωB97M-V with the def2-TZVPD basis set", "e_tot_ha": -627.11292, "de_lowest_kj_mol": 150.0, "total_charge": 1, "homo_ev": -13.909, "elements": ["C", "C", "C", "N", "N", "S", "H", "H", "H", "H", "H", "H", "H", "H", "H"], "positions_angstrom": [[0.159333, -0.624064, 0.835098], [-0.437245, 1.327590, 2.184193], [-0.073210, 0.813974, 0.999783], [0.350573, -1.371883, 1.892161], [-0.032522, 0.101425, -3.107367], [0.483767, -1.326985, -0.651799], [0.723315, 0.717435, -2.982769], [-0.576138, 0.904232, 3.140818], [-0.603558, 2.396375, 1.996765], [-0.164647, 1.362998, 0.028194], [-0.126916, -1.132569, 2.784027], [0.764420, -2.251800, 1.888895], [-0.861142, 0.440328, -3.568464], [0.031674, -0.601927, -1.843676], [0.362296, -0.755127, -3.595861]], "forces_ev_per_a": [[1.0, 0.6, -0.6], [0.4, 2.2, -2.9], [-1.6, -0.9, -0.2], [-1.7, 1.5, 2.1], [0.2, -3.5, -0.3], [0.6, -1.9, 0.4], [0.7, 1.4, -0.3], [0.1, -0.5, 0.7], [-0.3, -0.2, 1.2], [0.4, -0.2, 1.3], [1.0, 0.0, -0.9], [0.5, -1.8, -0.5], [0.1, 0.3, -0.2], [-0.5, 1.6, -0.1], [-0.8, 1.6, 0.2]]}

---

(2)
{"formula": "C3H9N2S", "method": "ωB97M-V with the def2-TZVPD basis set", "e_tot_ha": -627.07638, "de_lowest_kj_mol": 246.0, "total_charge": 1, "homo_ev": -14.260, "elements": ["C", "C", "C", "N", "N", "S", "H", "H", "H", "H", "H", "H", "H", "H", "H"], "positions_angstrom": [[0.722309, -2.266858, -0.855401], [-1.265210, 1.935564, -0.427217], [1.030550, 0.759258, 0.622421], [0.294676, 0.239110, 1.579479], [-0.289164, -1.561472, -0.743328], [0.596559, 2.221206, -0.186394], [0.797746, -3.414364, -1.145773], [1.651494, -1.765323, -0.762094], [-1.805996, 2.539902, 0.163656], [-1.291184, 0.930825, -0.140106], [2.158499, 0.446874, 0.675905], [0.566018, -0.721733, 1.783074], [-0.550232, 0.686266, 1.856564], [-1.149509, -2.187665, -0.902934], [-1.466556, 2.158410, -1.517850]], "forces_ev_per_a": [[1.4, -3.2, -1.2], [3.1, -0.2, -3.0], [1.5, 1.8, 1.6], [1.7, -0.7, -1.6], [-3.5, -0.8, -0.1], [-0.3, -1.0, -0.4], [-0.4, 2.3, 0.7], [1.3, 0.2, 0.2], [-1.8, 2.2, 2.2], [-0.9, -1.6, -0.2], [-2.3, 0.3, -0.9], [-0.7, 0.3, 0.8], [-0.8, -0.3, 0.2], [1.3, 1.3, 0.3], [0.3, -0.6, 1.3]]}

---

(3)
{"formula": "C3H9N2S", "method": "ωB97M-V with the def2-TZVPD basis set", "e_tot_ha": -626.97983, "de_lowest_kj_mol": 87.7, "spin_multiplicity": 3, "total_charge": 1, "homo_ev": [-10.146, -14.511], "elements": ["C", "C", "C", "N", "N", "S", "H", "H", "H", "H", "H", "H", "H", "H", "H"], "positions_angstrom": [[0.459263, -0.493120, 0.231727], [1.515086, -0.491453, -0.842905], [-0.751319, 0.554926, 0.155858], [-1.033203, 0.891894, -1.158189], [0.733656, -0.999474, 1.375341], [-2.132995, -0.145315, 1.269390], [1.854144, 0.503024, -0.943842], [2.242571, -1.260074, -0.751306], [1.260963, -0.565943, -1.849365], [-0.587651, 1.429361, 0.706607], [-1.557453, 1.710409, -1.210840], [-0.853217, 0.225096, -1.850551], [0.211995, -0.660996, 2.177555], [1.372847, -1.769412, 1.291149], [-2.734688, 1.071077, 1.399370]], "forces_ev_per_a": [[-3.2, 3.1, -5.2], [-1.2, 0.5, 0.7], [4.1, -2.8, -0.3], [-0.2, -0.9, 3.2], [0.5, -1.0, 3.3], [-1.1, 0.2, -0.7], [1.7, 1.3, 0.7], [0.9, -0.3, 0.7], [-1.6, -0.9, -1.9], [0.3, 1.7, 0.7], [-1.1, 1.7, -1.3], [0.0, -1.0, -1.7], [0.7, -1.0, 0.2], [0.1, -0.2, 1.3], [0.1, -0.5, 0.2]]}

---

(4)
{"formula": "C3H9N3", "method": "ωB97M-V with the def2-TZVPD basis set", "e_tot_ha": -283.95321, "de_lowest_kj_mol": 78.5, "total_charge": 0, "homo_ev": -9.093, "elements": ["C", "C", "C", "N", "N", "N", "H", "H", "H", "H", "H", "H", "H", "H", "H"], "positions_angstrom": [[0.146126, 0.556614, -0.102098], [1.608861, 0.496189, 0.289005], [-0.636299, -0.710951, 0.206017], [-1.772893, -0.432542, 0.955977], [-0.037008, 0.886210, -1.517279], [-0.250181, -1.925277, 0.031391], [-0.590736, 1.216087, 0.546301], [-2.114092, -1.250153, 1.451378], [-2.178804, 0.458768, 1.207057], [0.201482, 0.090049, -2.105399], [-1.013957, 1.106191, -1.703248], [0.662080, -1.936499, -0.433337], [2.166991, -0.236887, -0.306365], [2.087792, 1.468931, 0.139590], [1.720638, 0.213270, 1.341011]], "forces_ev_per_a": [[-2.7, 0.3, 0.4], [0.0, 0.3, 0.4], [0.8, -0.5, 1.5], [-0.2, -1.7, 0.0], [0.0, 0.6, -0.2], [-0.5, 0.7, -0.2], [2.7, 0.1, -1.4], [-0.3, 0.4, -0.3], [0.6, -0.3, -0.3], [0.0, 0.1, 0.2], [0.3, -0.1, 0.0], [-0.3, 0.0, 0.1], [-0.3, 0.1, 0.0], [-0.1, -0.1, 0.0], [0.0, 0.0, -0.2]]}

---

(5)
{"formula": "C3H9N3", "method": "ωB97M-V with the def2-TZVPD basis set", "e_tot_ha": -283.91994, "de_lowest_kj_mol": 165.8, "total_charge": 0, "homo_ev": -8.791, "elements": ["C", "C", "C", "H", "H", "H", "H", "H", "H", "H", "H", "H", "N", "N", "N"], "positions_angstrom": [[-2.640161, -0.501906, -0.396603], [-1.695868, 0.349996, 0.421027], [0.510846, 0.669148, -0.094555], [-2.552981, -1.545608, -0.040137], [-2.379372, -0.426862, -1.440180], [-3.674100, -0.198651, -0.234936], [-1.748373, 1.398850, 0.126787], [-1.981886, 0.296420, 1.476559], [0.253772, 1.708425, -0.347082], [2.369547, 1.274014, -0.084052], [3.275341, -0.941524, -0.406801], [2.504926, -0.852663, 1.098492], [-0.344101, -0.166264, 0.316462], [1.837499, 0.422402, -0.347003], [2.347204, -0.801256, 0.069417]], "forces_ev_per_a": [[-0.1, -0.5, 0.8], [0.0, -0.3, 0.5], [-0.7, -0.1, -0.2], [0.0, 0.4, -0.4], [-0.1, -0.2, -0.4], [-0.1, 0.1, -0.2], [-0.1, 0.3, -0.1], [-0.1, 0.0, 0.0], [0.0, 0.0, 0.1], [-0.1, -0.9, -0.3], [-1.5, 0.2, 0.7], [-0.3, 0.2, -1.0], [0.4, 0.4, -0.1], [0.5, 1.3, 0.4], [2.0, -0.8, 0.3]]}

---

(6)
{"formula": "C3H9N3", "method": "ωB97M-V with the def2-TZVPD basis set", "e_tot_ha": -283.84288, "de_lowest_kj_mol": 368.2, "total_charge": 0, "homo_ev": -7.907, "elements": ["C", "N", "N", "N", "C", "C", "H", "H", "H", "H", "H", "H", "H", "H", "H"], "positions_angstrom": [[1.989169, -0.133039, 0.477422], [-0.894486, -0.804275, 0.307410], [-1.052311, 0.618214, 0.302543], [-2.066880, -1.475894, -0.034126], [-0.001482, 1.298714, -0.250806], [1.169224, 0.641055, -0.533805], [-0.036792, -0.854330, -0.476715], [-1.981715, 0.939464, 0.019477], [-2.657797, -1.584074, 0.783429], [-2.606071, -1.044095, -0.787989], [-0.270349, 2.228062, -0.737715], [1.805671, 1.180368, -1.229563], [2.722575, 0.515532, 0.960782], [1.343862, -0.592571, 1.222057], [2.537380, -0.933131, -0.022400]], "forces_ev_per_a": [[-0.4, -0.8, -0.4], [2.1, 0.3, -1.4], [-0.6, 0.7, 0.5], [-0.1, 0.1, -0.2], [-0.1, -1.4, -1.2], [0.7, 1.7, 0.8], [-2.5, -0.5, 1.5], [0.5, -0.2, 0.2], [0.2, 0.0, -0.1], [0.2, 0.0, 0.1], [0.0, 0.0, 0.0], [0.0, 0.1, 0.0], [-0.1, 0.0, 0.0], [0.1, 0.0, 0.2], [0.1, -0.1, 0.1]]}

---

(7)
{"formula": "C3H9N3", "method": "ωB97M-V with the def2-TZVPD basis set", "e_tot_ha": -283.96783, "de_lowest_kj_mol": 40.1, "total_charge": 0, "homo_ev": -8.728, "elements": ["C", "C", "N", "C", "N", "N", "H", "H", "H", "H", "H", "H", "H", "H", "H"], "positions_angstrom": [[0.290387, -1.483323, 1.680998], [0.491117, -0.206865, 0.838749], [-0.199725, -0.452331, -0.433671], [-0.578593, 0.638275, -1.187349], [0.417792, 1.621565, -1.361365], [-1.599966, 0.560914, -1.947838], [-0.728302, -1.871495, 1.636527], [0.923836, -2.269209, 1.249432], [0.683653, -1.440178, 2.695077], [1.583899, -0.182144, 0.653339], [0.243707, 0.735393, 1.322538], [-0.919943, -1.146427, -0.327365], [1.106982, 1.634842, -0.627393], [0.001935, 2.505015, -1.625864], [-1.716775, 1.355972, -2.565809]], "forces_ev_per_a": [[0.8, -0.2, -0.3], [1.0, -1.5, -0.1], [0.3, 0.8, 1.1], [0.6, -0.3, -2.3], [-0.8, -0.5, 0.6], [-0.7, -0.1, 0.7], [-0.1, 0.3, 0.4], [-0.2, 0.1, -0.3], [-0.4, 0.4, 0.2], [-0.4, 0.3, 0.0], [-0.5, 0.0, 0.2], [-0.3, 0.1, -0.3], [0.1, 0.5, 0.0], [0.5, 0.0, 0.2], [0.2, 0.0, 0.0]]}

---

(8)
{"formula": "C3H9N3", "method": "ωB97M-V with the def2-TZVPD basis set", "e_tot_ha": -283.87711, "de_lowest_kj_mol": 278.3, "total_charge": 0, "homo_ev": -6.969, "elements": ["C", "C", "N", "N", "N", "C", "H", "H", "H", "H", "H", "H", "H", "H", "H"], "positions_angstrom": [[-0.547967, -0.457754, 1.111186], [-0.128263, 0.188308, -0.048318], [-0.744382, 1.258750, -0.694377], [-1.426579, 0.121640, 2.050585], [1.514961, -0.401682, -1.757217], [1.227673, -0.217686, -0.359673], [-0.242993, 1.560373, -1.518123], [-1.740279, 1.164984, -0.842290], [-1.677259, 1.079304, 1.849966], [-2.238290, -0.430797, 2.290182], [2.495315, -0.569064, -1.939051], [0.969671, -1.148971, -2.168712], [-0.558561, -1.540135, 1.156194], [1.097351, -0.993246, 0.754565], [1.999602, 0.385976, 0.115084]], "forces_ev_per_a": [[-1.6, 1.2, -0.6], [-0.3, -0.2, 1.0], [-0.1, 0.1, 0.4], [-0.3, -0.1, -0.3], [0.2, -0.3, 0.1], [-0.2, -1.5, 2.0], [-0.1, 0.0, 0.1], [0.1, 0.0, -0.1], [0.0, 0.0, 0.0], [0.0, 0.1, 0.0], [-0.1, 0.0, 0.0], [0.1, 0.0, 0.1], [0.7, 0.1, 0.2], [1.5, 0.3, -2.8], [-0.1, 0.3, -0.2]]}

---

(9)
{"formula": "C3H9N3", "method": "ωB97M-V with the def2-TZVPD basis set", "e_tot_ha": -283.16695, "de_lowest_kj_mol": 378.2, "total_charge": 2, "homo_ev": -20.971, "elements": ["C", "C", "C", "N", "N", "N", "H", "H", "H", "H", "H", "H", "H", "H", "H"], "positions_angstrom": [[0.987598, -0.590656, -1.016326], [2.659959, 0.590664, -2.444778], [-2.445787, 0.088097, 1.038177], [-0.853126, -0.510571, 2.431446], [1.742722, -0.051321, -1.657782], [-1.241118, -0.562355, 1.246989], [0.230252, -0.897347, -0.346602], [3.682292, 0.145537, -2.127697], [2.698582, 1.704506, -2.162184], [2.315907, 0.158693, -3.446146], [-3.344227, -0.339618, 0.404581], [-2.055933, 0.897779, 0.291073], [-3.017552, 0.313639, 1.922805], [-1.471478, -0.104733, 3.202519], [0.111911, -0.842313, 2.663925]], "forces_ev_per_a": [[0.1, 0.4, -0.1], [2.5, 0.0, -0.9], [-2.8, 0.9, -3.1], [0.0, -0.1, 0.2], [-1.1, -0.6, 1.8], [0.9, -0.6, 1.7], [-0.5, -0.7, 0.3], [-1.5, 0.7, -0.9], [-0.4, -1.6, -1.1], [1.2, 1.7, 0.6], [2.4, -0.3, 0.5], [-1.1, -0.5, 1.5], [0.4, 1.0, 0.6], [0.9, -0.5, -0.9], [-1.0, 0.1, -0.1]]}

---

(10)
{"formula": "C3H9N3O", "method": "ωB97M-V with the def2-TZVPD basis set", "e_tot_ha": -359.17463, "de_lowest_kj_mol": 82.6, "spin_multiplicity": 2, "total_charge": -1, "homo_ev": [0.544, -2.833], "elements": ["O", "C", "C", "H", "H", "H", "H", "N", "C", "N", "N", "H", "H", "H", "H", "H"], "positions_angstrom": [[-0.222921, -2.381341, 1.788271], [0.940551, -1.899908, 2.119618], [2.013738, -1.666872, 1.070588], [1.186210, -1.598689, 3.149234], [3.017031, -1.804822, 1.485714], [1.959928, -0.651943, 0.648366], [1.885320, -2.399676, 0.267712], [-0.696566, 2.440755, -1.425327], [-1.262750, 1.148070, -1.364427], [-0.842987, 0.435114, -0.280791], [-2.028531, 0.637852, -2.252860], [-1.178875, 3.030756, -2.088522], [-0.710389, 2.916867, -0.532073], [-0.565794, 0.934803, 0.546358], [-1.316189, -0.443289, -0.125350], [-2.177778, 1.302318, -3.006507]], "forces_ev_per_a": [[0.0, 0.3, 0.0], [0.1, -0.2, -0.2], [-0.4, -0.1, 0.5], [-0.1, 0.0, 0.1], [0.1, 0.1, 0.1], [0.1, 0.0, -0.4], [0.0, 0.1, -0.1], [-0.3, 0.3, 0.0], [0.1, 0.0, 0.3], [-0.5, 0.1, -0.2], [0.0, 0.0, -0.2], [0.0, -0.1, -0.1], [0.2, -0.1, 0.1], [0.2, -0.2, 0.0], [0.3, -0.1, 0.2], [0.0, 0.0, 0.0]]}